No. 1
{"formula": "C25H21AuClN2OTe", "method": "ωB97M-V/def2-TZVPD", "species": ["Au", "Cl", "C", "C", "C", "C", "O", "C", "C", "N", "C", "C", "C", "C", "C", "C", "C", "C", "N", "C", "C", "H", "H", "H", "H", "H", "H", "H", "H", "H", "H", "C", "C", "C", "C", "C", "C", "Te", "C", "C", "C", "H", "H", "H", "H", "H", "H", "H", "H", "H", "H", "H"], "coordinates": [[-0.73, 0.80, 3.14], [3.89, -1.53, -2.02], [3.01, -0.77, -0.74], [3.41, 0.51, -0.29], [2.73, 1.11, 0.71], [1.56, 0.55, 1.32], [1.02, 1.27, 2.22], [1.15, -0.78, 0.82], [0.05, -1.63, 1.34], [-1.01, -1.13, 1.78], [-2.12, -1.82, 2.29], [-2.58, -2.99, 1.74], [-3.73, -3.63, 2.24], [-4.42, -3.09, 3.29], [-4.00, -1.86, 3.86], [-4.70, -1.27, 4.93], [-4.30, -0.07, 5.43], [-3.18, 0.55, 4.87], [-2.47, 0.01, 3.90], [-2.85, -1.21, 3.37], [1.95, -1.40, -0.17], [4.27, 0.99, -0.73], [3.03, 2.07, 1.09], [0.22, -2.71, 1.29], [-2.05, -3.41, 0.90], [-4.07, -4.54, 1.77], [-5.30, -3.58, 3.68], [-5.57, -1.79, 5.34], [-4.82, 0.41, 6.25], [-2.85, 1.52, 5.22], [1.68, -2.39, -0.51], [3.16, 2.05, -5.61], [2.35, 1.76, -4.39], [1.69, 0.54, -4.24], [0.89, 0.27, -3.14], [0.20, -1.06, -3.08], [0.77, 1.26, -2.14], [-0.51, 0.93, -0.56], [1.47, 2.50, -2.25], [1.45, 3.59, -1.21], [2.23, 2.71, -3.38], [3.21, 1.19, -6.27], [4.18, 2.33, -5.33], [2.73, 2.88, -6.16], [1.79, -0.21, -5.01], [0.52, -1.69, -3.91], [-0.89, -0.94, -3.15], [0.41, -1.59, -2.15], [0.96, 3.29, -0.29], [0.94, 4.47, -1.60], [2.47, 3.88, -0.97], [2.76, 3.65, -3.48]], "total_charge": 1, "homo_lumo_gap_ev": [5.929, 5.930], "e_lumo_ev": [-4.959, -4.959], "homo_energy_ev": [-10.9, -10.9]}

No. 2
{"formula": "C25H21Br2F4IrN5PSSe", "method": "ωB97M-V/def2-TZVPD", "species": ["Ir", "F", "C", "C", "F", "C", "F", "C", "P", "C", "C", "C", "C", "C", "C", "C", "C", "C", "C", "C", "C", "C", "Br", "C", "F", "H", "H", "H", "H", "H", "H", "H", "H", "H", "H", "Se", "N", "C", "C", "N", "C", "H", "H", "H", "H", "Br", "C", "C", "C", "N", "N", "C", "N", "S", "H", "H", "H", "H", "H", "H", "H"], "coordinates": [[0.40, -1.44, -0.38], [-3.35, 5.18, -2.15], [-2.73, 4.15, -1.59], [-2.83, 3.94, -0.23], [-3.53, 4.79, 0.52], [-2.19, 2.86, 0.34], [-2.33, 2.70, 1.66], [-1.42, 1.97, -0.40], [-0.58, 0.56, 0.45], [0.58, 1.53, 1.47], [0.36, 1.93, 2.78], [1.35, 2.61, 3.48], [2.56, 2.90, 2.87], [2.77, 2.55, 1.54], [1.78, 1.87, 0.84], [-1.95, -0.05, 1.49], [-3.20, -0.21, 0.90], [-4.24, -0.78, 1.62], [-4.04, -1.20, 2.93], [-2.78, -1.08, 3.50], [-1.73, -0.53, 2.78], [-1.28, 2.24, -1.77], [-0.12, 1.25, -2.87], [-1.95, 3.30, -2.36], [-1.85, 3.54, -3.66], [-0.59, 1.73, 3.27], [1.18, 2.90, 4.51], [3.35, 3.39, 3.42], [3.70, 2.79, 1.04], [1.95, 1.56, -0.18], [-3.36, 0.10, -0.12], [-5.21, -0.90, 1.16], [-4.85, -1.63, 3.50], [-2.61, -1.42, 4.52], [-0.74, -0.48, 3.21], [2.25, -1.54, 1.06], [-1.19, -4.04, 2.80], [-2.23, -4.22, 1.91], [-1.91, -3.49, 0.81], [-0.69, -2.88, 1.02], [-0.29, -3.22, 2.22], [-1.12, -4.44, 3.72], [-3.09, -4.83, 2.14], [-2.45, -3.38, -0.11], [0.64, -2.91, 2.68], [-1.25, -2.14, -2.12], [4.75, 0.78, -4.76], [3.42, 0.07, -5.06], [2.99, -0.81, -3.94], [2.16, -0.49, -3.02], [1.95, -1.48, -2.10], [2.63, -2.57, -2.33], [2.54, -3.71, -1.61], [3.62, -2.44, -3.75], [5.07, 1.36, -5.62], [5.53, 0.06, -4.51], [4.63, 1.46, -3.92], [3.53, -0.53, -5.97], [2.64, 0.80, -5.23], [2.09, -3.63, -0.71], [3.27, -4.40, -1.70]], "homo_lumo_gap_ev": [5.841, 5.847], "de_lowest_ev": 0.8711, "e_lumo_ev": [-0.874, -0.838], "homo_energy_ev": [-6.7, -6.7]}

No. 3
{"formula": "C25H21BrClIrN6O4S", "method": "ωB97M-V/def2-TZVPD", "species": ["Ir", "Br", "C", "C", "C", "C", "C", "C", "N", "C", "C", "C", "C", "C", "C", "N", "H", "H", "H", "H", "H", "H", "H", "H", "H", "O", "Cl", "O", "O", "O", "N", "C", "N", "C", "C", "C", "C", "C", "C", "H", "H", "H", "H", "H", "H", "N", "C", "S", "C", "C", "C", "N", "C", "C", "H", "H", "H", "H", "H", "H"], "coordinates": [[-0.73, 0.92, -0.42], [6.12, 4.37, -1.80], [4.46, 3.63, -1.33], [4.05, 3.81, 0.07], [2.89, 3.33, 0.51], [2.07, 2.44, -0.37], [2.38, 2.52, -1.89], [3.69, 3.04, -2.26], [0.62, 2.49, -0.21], [0.08, 3.61, 0.10], [-1.38, 3.69, 0.10], [-2.08, 4.87, 0.20], [-3.45, 4.87, -0.04], [-4.06, 3.68, -0.39], [-3.31, 2.52, -0.45], [-2.00, 2.52, -0.20], [4.71, 4.36, 0.72], [2.57, 3.48, 1.53], [2.40, 1.42, -0.15], [3.96, 3.01, -3.30], [0.67, 4.50, 0.28], [-1.55, 5.79, 0.44], [-4.02, 5.78, 0.04], [-5.12, 3.64, -0.62], [-3.75, 1.56, -0.69], [0.69, -0.54, -1.03], [1.76, -0.90, 0.14], [2.74, 0.41, 4.18], [4.52, -2.07, -0.31], [1.56, 2.10, -2.68], [1.37, -4.52, 1.44], [0.27, -4.29, 0.71], [0.29, -3.09, 0.17], [1.48, -2.58, 0.56], [2.54, -0.01, 3.16], [5.23, -2.69, 0.46], [4.76, -3.22, 1.75], [3.50, -3.54, 2.07], [2.22, -3.43, 1.36], [1.58, -5.37, 1.94], [-0.53, -5.01, 0.59], [-0.39, 0.03, 0.74], [6.26, -2.96, 0.18], [5.53, -3.47, 2.46], [3.39, -4.06, 3.02], [-5.90, -3.88, -0.24], [-4.82, -3.88, -1.03], [-4.46, -5.08, -2.08], [-3.92, -2.69, -0.88], [-3.07, -2.33, -1.92], [-2.21, -1.27, -1.76], [-2.15, -0.56, -0.62], [-2.96, -0.90, 0.39], [-3.85, -1.95, 0.29], [-6.55, -4.65, -0.31], [-6.20, -3.07, 0.28], [-3.08, -2.89, -2.84], [-1.52, -0.97, -2.55], [-2.87, -0.32, 1.30], [-4.45, -2.19, 1.16]], "total_charge": 2, "homo_lumo_gap_ev": 6.079, "de_lowest_ev": 0.1507, "e_lumo_ev": -6.870, "homo_energy_ev": -12.9}

No. 4
{"formula": "C25H21Cl51FNO2S", "method": "ωB97M-V/def2-TZVPD", "species": ["O", "C", "N", "C", "O", "C", "C", "C", "C", "C", "F", "C", "S", "H", "H", "H", "H", "C", "Cl", "Cl", "Cl", "H", "C", "Cl", "Cl", "Cl", "H", "C", "Cl", "Cl", "Cl", "H", "C", "Cl", "Cl", "Cl", "H", "C", "Cl", "Cl", "Cl", "H", "C", "Cl", "Cl", "Cl", "H", "C", "Cl", "Cl", "Cl", "H", "C", "Cl", "Cl", "Cl", "H", "C", "Cl", "Cl", "Cl", "H", "C", "Cl", "Cl", "Cl", "H", "C", "Cl", "Cl", "Cl", "H", "C", "Cl", "Cl", "Cl", "H", "C", "Cl", "Cl", "Cl", "H", "C", "Cl", "Cl", "Cl", "H", "C", "Cl", "Cl", "Cl", "H", "C", "Cl", "Cl", "Cl", "H", "C", "Cl", "Cl", "Cl", "H"], "coordinates": [[-3.23, 8.25, 2.23], [-3.56, 7.21, 1.76], [-4.92, 6.76, 1.67], [-4.86, 5.33, 1.46], [-5.78, 4.58, 1.61], [-3.46, 4.99, 1.07], [-2.68, 6.13, 1.24], [-1.32, 6.15, 0.96], [-0.74, 4.97, 0.49], [-1.52, 3.82, 0.37], [-0.93, 2.71, -0.06], [-2.88, 3.80, 0.63], [-3.87, 2.34, 0.43], [-5.37, 7.14, 0.84], [-0.75, 7.05, 1.09], [0.32, 4.99, 0.27], [-3.99, 2.00, 1.72], [-1.90, 2.48, 4.54], [-1.54, 3.17, 2.95], [-3.55, 1.86, 4.54], [-0.75, 1.23, 4.99], [-1.84, 3.28, 5.28], [-2.26, -0.47, -1.84], [-3.68, -1.00, -0.94], [-1.58, -1.85, -2.73], [-2.66, 0.85, -2.94], [-1.52, -0.12, -1.14], [-7.03, 3.84, 5.78], [-8.39, 4.15, 6.86], [-5.52, 4.39, 6.51], [-6.95, 2.13, 5.35], [-7.19, 4.41, 4.87], [0.24, 0.53, -5.97], [0.43, 1.03, -4.29], [-1.46, 0.46, -6.42], [1.15, 1.60, -7.04], [0.66, -0.47, -6.07], [3.61, -0.91, -2.90], [3.90, -0.29, -4.53], [1.93, -1.36, -2.68], [4.68, -2.28, -2.57], [3.85, -0.12, -2.20], [-0.12, -2.10, 7.59], [1.10, -1.04, 6.86], [0.20, -2.34, 9.31], [-1.73, -1.45, 7.35], [-0.06, -3.06, 7.10], [3.65, 6.84, 1.27], [3.99, 7.59, -0.28], [2.04, 6.08, 1.25], [4.90, 5.69, 1.71], [3.63, 7.61, 2.03], [3.57, -4.59, 6.59], [3.54, -4.14, 8.29], [1.93, -4.79, 5.97], [4.45, -3.39, 5.64], [4.08, -5.54, 6.50], [2.20, -5.21, -3.24], [2.48, -6.08, -1.74], [2.16, -6.32, -4.61], [0.70, -4.28, -3.16], [3.01, -4.51, -3.39], [7.83, 3.11, 0.77], [7.68, 3.54, 2.47], [6.25, 2.76, 0.07], [8.64, 4.39, -0.13], [8.44, 2.22, 0.70], [-3.33, 3.39, -8.81], [-3.79, 3.35, -10.51], [-1.67, 2.85, -8.59], [-3.55, 5.01, -8.15], [-3.98, 2.72, -8.27], [-4.25, -4.60, 7.17], [-2.54, -4.61, 6.72], [-4.74, -6.20, 7.74], [-4.59, -3.37, 8.38], [-4.82, -4.37, 6.28], [2.09, -7.46, -8.58], [2.37, -8.35, -7.08], [2.05, -8.55, -9.96], [0.60, -6.52, -8.47], [2.91, -6.77, -8.71], [-8.99, 5.29, 0.03], [-9.52, 6.93, 0.42], [-10.30, 4.14, 0.27], [-8.37, 5.21, -1.62], [-8.18, 5.03, 0.71], [4.33, -11.71, -11.13], [4.54, -11.27, -9.43], [2.61, -11.75, -11.56], [5.21, -10.60, -12.18], [4.73, -12.70, -11.27], [1.10, -9.79, -0.71], [-0.17, -8.57, -0.77], [1.71, -10.14, -2.33], [2.41, -9.28, 0.36], [0.68, -10.70, -0.30], [9.64, 3.62, 6.04], [9.84, 2.76, 7.57], [10.04, 2.57, 4.68], [8.00, 4.25, 5.89], [10.32, 4.45, 6.04]], "homo_lumo_gap_ev": 8.731, "e_lumo_ev": -0.836, "homo_energy_ev": -9.6}

> Number 3 is which compound?

C25H21BrClIrN6O4S